Version 1
{"formula": "C4H6BrNO", "method": "wB97M-V/def2-TZVPD", "mol_weight_g_mol": 164.00, "symbols": ["C", "C", "O", "C", "Br", "C", "N", "H", "H", "H", "H", "H", "H"], "xyz": [[-1.67793, -0.74478, 0.09569], [-0.96613, 0.65522, 0.33699], [0.37738, 0.45855, 0.80799], [1.43134, 0.41970, -0.18703], [2.88231, 1.73216, 0.25979], [2.13673, -0.87329, -0.30401], [2.71589, -1.84402, -0.43995], [-1.19419, -1.41442, -0.55854], [-2.02227, -1.16209, 1.06487], [-2.66487, -0.52165, -0.28134], [-1.40462, 1.35055, 1.06769], [-0.74579, 1.21294, -0.60995], [1.13215, 0.73114, -1.25221]]}

Version 2
{"formula": "C4H6BrNO", "method": "wB97M-V/def2-TZVPD", "mol_weight_g_mol": 164.00, "symbols": ["O", "C", "N", "Br", "C", "C", "C", "H", "H", "H", "H", "H", "H"], "xyz": [[-1.05789, -0.61543, 2.44750], [-0.02113, -0.21013, 2.00829], [1.03214, -0.12508, 1.43711], [2.56074, 0.80511, 1.67220], [-0.68866, 1.32680, -0.77730], [0.15999, 0.38646, -0.76955], [-0.20665, -1.13118, -0.79567], [-1.71778, 1.18951, -0.40521], [-0.32525, 2.26334, -1.06334], [1.12350, 0.48175, -1.24801], [-0.83720, -1.33410, 0.04577], [0.72998, -1.71235, -0.74673], [-0.75179, -1.32470, -1.80506]]}

Most stable: version 1

Version 1
{"formula": "C10H27AlClIO2P2", "method": "wB97M-V/def2-TZVPD", "charge": 2, "mol_weight_g_mol": 430.61, "symbols": ["C", "C", "H", "H", "H", "O", "I", "Al", "P", "C", "C", "H", "H", "H", "H", "H", "H", "C", "H", "H", "H", "P", "C", "C", "H", "H", "H", "C", "H", "H", "H", "H", "H", "H", "Cl", "C", "C", "O", "H", "H", "H", "H", "H", "H"], "xyz": [[-0.47000, 1.31977, -1.15190], [-1.18400, 1.71409, 0.12978], [-0.40881, 2.22183, -1.77428], [-0.93718, 0.51855, -1.84312], [0.55693, 0.91458, -1.09446], [-1.27632, 2.79702, 0.70281], [-0.81812, -0.16625, 1.50485], [1.40392, -2.17128, -2.57982], [2.45084, -0.83179, -0.32294], [3.23112, 0.46346, 0.74453], [3.75090, -2.02317, 0.25500], [4.75368, -1.65920, 0.20642], [4.37861, 0.03470, -1.56352], [3.64312, -3.00336, -0.27442], [3.09104, -0.35887, -2.74680], [3.12352, 0.26347, 1.80320], [3.56673, -2.30697, 1.30448], [3.29731, 0.02547, -1.73033], [4.31034, 0.53902, 0.50945], [2.95848, 1.06494, -1.72689], [2.77575, 1.43495, 0.59816], [-2.81255, -0.08333, -0.21197], [-3.76379, 1.05911, 0.78308], [-3.44284, 0.27989, -1.83703], [-3.00620, -2.37728, -0.75944], [-4.36765, -1.54469, 0.09655], [-3.01595, -2.24745, 0.97528], [-3.30067, -1.74800, 0.07124], [-2.99524, -0.43425, -2.53507], [-4.46068, 0.05106, -1.53171], [-4.73657, 1.03667, 0.25086], [-3.33809, 2.08398, 0.69924], [-3.24459, 1.35272, -2.04600], [-3.86088, 0.83257, 1.84909], [0.12206, -3.77224, -3.00910], [-0.50147, 2.37868, 3.71501], [0.91692, 2.28139, 3.28251], [1.22348, 1.88592, 1.92518], [-1.04830, 3.04196, 2.98637], [-0.33912, 2.89357, 4.62786], [-1.00494, 1.42699, 3.86785], [1.43431, 3.22782, 3.41926], [1.41872, 1.53417, 3.88156], [0.34369, 1.82465, 1.40229]]}

Version 2
{"formula": "C10H27AlClIO2P2", "method": "wB97M-V/def2-TZVPD", "charge": 2, "mol_weight_g_mol": 430.61, "symbols": ["C", "C", "H", "H", "H", "O", "I", "Al", "P", "C", "C", "H", "H", "H", "H", "H", "H", "C", "H", "H", "H", "P", "C", "C", "H", "H", "H", "C", "H", "H", "H", "H", "H", "H", "Cl", "C", "C", "O", "H", "H", "H", "H", "H", "H"], "xyz": [[1.12265, -0.98374, -1.84829], [0.97954, -1.71937, -0.30498], [1.44140, -1.61161, -2.68075], [1.67554, -0.05818, -1.80394], [0.12837, -0.52107, -2.03663], [0.76344, -2.88476, -0.09984], [-0.33907, 0.92953, 2.82294], [-1.02200, 2.14419, -1.99956], [-2.28121, 0.07423, -1.37665], [-3.32464, -1.08586, -0.42307], [-3.29207, 1.60786, -1.47197], [-4.25218, 1.33567, -1.98923], [-3.15191, -0.55263, -3.55160], [-2.51468, 2.35485, -2.11799], [-1.54240, 0.33044, -3.72753], [-3.56524, -0.65289, 0.58489], [-3.41823, 2.04141, -0.44333], [-2.10805, -0.44928, -3.15774], [-4.29517, -1.38405, -0.97307], [-1.55431, -1.41507, -3.26926], [-2.74270, -2.01963, -0.23488], [2.23849, 0.93978, 0.52012], [2.64325, 0.01241, 2.01515], [3.66042, 0.70517, -0.63231], [2.53657, 3.33280, -0.01097], [3.70230, 2.78519, 1.25550], [1.97636, 3.12341, 1.68994], [2.66731, 2.72191, 0.91322], [3.52235, 1.31497, -1.56295], [4.56775, 1.06940, -0.12073], [3.67793, 0.19108, 2.31331], [2.47914, -1.07145, 1.85565], [3.78107, -0.36323, -0.93406], [1.97469, 0.28733, 2.84417], [0.44197, 3.52347, -2.68102], [-0.34209, -1.67578, 3.27925], [-1.40411, -1.62902, 2.23193], [-0.71458, -0.81840, 1.29176], [0.23970, -2.48536, 2.87255], [-0.68851, -1.79879, 4.36640], [0.16718, -0.68040, 3.27353], [-1.66421, -2.51201, 1.67498], [-2.21282, -0.96997, 2.68065], [0.04278, -1.48256, 0.96642]]}

Most stable: version 1

Version 1
{"formula": "C3H10NS", "method": "wB97M-V/def2-TZVPD", "charge": 1, "mol_weight_g_mol": 92.19, "symbols": ["C", "C", "C", "S", "N", "H", "H", "H", "H", "H", "H", "H", "H", "H", "H"], "xyz": [[-0.66975, -1.32184, 0.62364], [-0.50310, -1.22584, -0.85996], [0.45134, -0.03754, -1.35254], [0.02075, 1.24786, -0.19863], [-1.91743, -0.72443, 1.10930], [-0.83823, -2.34520, 0.98028], [0.21476, -0.85918, 0.86887], [-1.49260, -1.19938, -1.32644], [0.04354, -1.99965, -1.24263], [0.16800, 0.09563, -2.41865], [1.55610, -0.41505, -1.28213], [3.29621, 4.94429, 0.90328], [-2.02047, -0.89617, 2.12698], [-1.92283, 0.31913, 0.89782], [3.61371, 4.41737, 1.17079]]}

Version 2
{"formula": "C3H10NS", "method": "wB97M-V/def2-TZVPD", "charge": 1, "mol_weight_g_mol": 92.19, "symbols": ["C", "N", "H", "H", "H", "H", "C", "S", "C", "H", "H", "H", "H", "H", "H"], "xyz": [[1.29367, 0.80474, 0.55948], [1.16185, 2.19162, 0.53254], [2.27228, 0.45066, 0.24236], [1.00428, 0.36100, 1.50685], [1.79684, 2.69532, -0.07795], [0.25254, 2.44556, 0.16314], [-2.00659, -0.26553, -1.25273], [0.04957, -0.26458, -0.68009], [0.14211, -1.79605, 0.58376], [-1.95814, -0.23521, -2.33251], [-2.09332, 0.70176, -0.78172], [-2.44404, -1.14055, -0.79238], [-0.70238, -1.47798, 1.17864], [0.08884, -2.79544, 0.16640], [1.14249, -1.67532, 0.98421]]}

Most stable: version 2

Version 1
{"formula": "C3H10NS", "method": "wB97M-V/def2-TZVPD", "charge": 1, "mol_weight_g_mol": 92.19, "symbols": ["C", "C", "C", "N", "S", "H", "H", "H", "H", "H", "H", "H", "H", "H", "H"], "xyz": [[0.68968, -1.61810, -0.19869], [-1.10396, 1.67562, -0.06831], [0.37006, -0.35354, 0.51897], [-0.89537, 0.17839, -0.05271], [1.81201, 0.85610, 0.53914], [0.52547, -1.33655, -1.22270], [1.65681, -2.02278, -0.17139], [-0.04663, -2.46865, -0.03203], [-1.77853, 1.88961, -0.92669], [-1.51697, 2.08691, 0.88483], [-0.25691, 2.27541, -0.30615], [0.27451, -0.76953, 1.80529], [-0.79206, 0.02648, -1.02176], [-1.67971, -0.45802, 0.24848], [2.74160, 0.03864, 0.00368]]}

Version 2
{"formula": "C3H10NS", "method": "wB97M-V/def2-TZVPD", "charge": 1, "mol_weight_g_mol": 92.19, "symbols": ["C", "C", "C", "N", "S", "H", "H", "H", "H", "H", "H", "H", "H", "H", "H"], "xyz": [[-1.47068, 1.16827, 0.77723], [1.39177, -0.41703, 0.60891], [-1.26252, -0.19310, 0.24612], [-1.27504, -0.37403, -1.01994], [2.27029, 0.22257, -0.72896], [-0.94077, 1.94090, 0.24162], [-1.12338, 1.27132, 1.89969], [-2.58458, 1.39314, 0.78850], [2.09267, -0.18741, 1.47956], [1.43145, -1.43483, 0.30877], [-1.12238, -0.97262, 0.97500], [1.59393, -0.65227, -1.59226], [-1.09916, 0.29633, -1.75401], [-1.16257, -1.35991, -1.38281], [3.26096, -0.70135, -0.84745]]}

Most stable: version 1